(1)
DFT (ωB97M-V/def2-TZVPD) results for a cluster of 7 separate species, C24H51BFN2O8S6 in total.

XYZ file:
```
93
Properties=species:S:1:pos:R:3:mulliken_charge:R:1
O -6.523 0.139 2.298 -0.608
H 2.750 0.870 -3.285 0.075
H -6.200 1.179 -0.458 0.220
C 3.887 -2.153 0.215 0.637
C -0.481 1.199 4.113 -0.889
H -2.216 7.021 3.127 0.320
O -0.812 -4.118 -1.334 -0.469
C 2.255 0.205 -0.035 -0.159
H -4.165 1.355 0.946 0.430
H -1.248 5.591 3.568 0.165
C 1.417 -0.639 -1.172 0.341
S 1.412 4.500 -1.586 0.502
S 0.122 7.525 3.116 0.416
H -9.172 -1.178 2.125 0.324
C 1.281 6.672 4.212 -0.854
H 3.063 -8.915 -3.541 0.341
C 0.807 4.554 0.118 -0.811
H 0.134 5.406 0.240 0.511
O 3.833 -6.418 -2.143 -0.614
O 0.391 7.051 1.718 -0.539
H 1.941 -7.592 -3.954 0.294
H -0.584 1.753 3.177 0.137
O 0.365 0.005 -4.817 -0.652
H 2.772 6.248 -2.489 0.362
H -3.052 -1.158 1.873 0.340
C 2.237 -8.300 -3.176 -0.943
H -7.714 0.474 -1.078 0.414
H 6.112 -2.308 0.977 0.298
C 2.061 0.334 -6.859 -1.057
H 4.765 -3.177 2.055 0.242
H 1.647 4.636 0.811 0.305
H 3.836 0.933 -4.696 0.510
H -6.406 -0.591 -0.476 0.269
H 0.450 -2.323 0.832 0.017
H 1.559 6.890 -1.353 0.379
C 5.128 -2.955 0.949 -0.964
N -2.245 1.120 -0.578 0.362
H 1.444 -1.514 5.682 0.345
H -9.399 -0.863 0.386 0.356
C -3.234 0.769 0.546 -0.417
C 3.538 -0.592 0.668 -0.691
H -1.412 0.665 4.321 0.340
C 0.706 -0.715 5.580 -1.075
O -2.334 -4.564 0.683 -0.538
H 1.928 1.300 0.260 0.174
H 3.123 0.269 -7.108 0.387
H -1.045 -2.558 1.954 0.224
S 1.800 -0.257 -5.169 0.584
C -1.467 -0.981 0.362 0.376
H 3.029 6.075 -0.734 0.301
H -1.518 6.899 4.762 0.381
C 2.798 1.020 -4.366 -0.762
H 0.359 1.173 -2.222 0.253
H 5.304 -3.965 0.377 0.294
N -2.717 -0.545 1.097 -0.033
H 3.276 -4.078 -1.286 0.267
O 2.452 3.421 -1.661 -0.578
C -6.918 0.365 -0.338 -0.839
H 2.408 2.010 -4.612 0.281
H 1.395 -8.946 -2.916 0.353
C -0.726 -2.371 0.819 -0.268
C 2.278 6.087 -1.528 -1.029
H 0.259 3.631 0.321 0.089
H 1.231 5.593 4.043 0.206
H 1.130 -2.779 -2.459 0.212
S 2.793 -7.407 -1.704 0.469
H -3.208 -4.062 0.583 0.315
H 1.037 6.901 5.252 0.391
S 0.882 0.023 3.938 0.444
H 0.889 0.045 6.344 0.406
C -1.129 0.124 -0.801 -0.348
C 1.251 -6.496 -1.444 -0.884
H -0.251 -0.530 -2.817 0.375
H 4.130 -0.004 1.492 0.263
H -0.260 1.897 4.924 0.447
S -7.621 0.458 1.326 0.511
C -8.658 -1.016 1.175 -0.903
C 3.045 -2.974 -0.944 -0.570
F -2.422 2.267 -1.297 -0.198
H 1.716 1.366 -6.952 0.318
H 0.441 -7.199 -1.240 0.511
C 0.111 0.062 -1.871 -0.223
C -1.359 6.669 3.705 -0.808
H 1.016 -5.899 -2.328 0.259
H 1.380 -5.834 -0.585 0.195
C 1.768 -2.193 -1.650 -0.359
O 0.461 -1.009 2.933 -0.507
B -1.292 -3.721 0.004 0.480
H 1.491 -0.301 -7.540 0.345
H -1.259 -3.556 -2.038 0.298
H -8.040 -1.887 0.945 0.294
H -0.297 -1.132 5.698 0.316
H 2.291 7.025 3.991 0.318
```

Results
**Total charge**: +1
**Orbital gap**: 6.8 eV
**HOMO energy**: -10.10 eV
**LUMO energy**: -3.281 eV

(2)
DFT (ωB97M-V/def2-TZVPD) results for a structure of composition C24H51N5O3OsPSi3Te.

XYZ file:
```
89
Properties=species:S:1:pos:R:3:mulliken_charge:R:1
H 4.489 1.188 0.860 0.541
H -3.195 3.882 2.952 0.250
O -1.416 0.871 -0.495 -0.159
H 3.420 1.631 -0.488 0.406
C -5.203 1.268 -0.811 -1.163
H 4.188 3.785 0.590 0.407
H -4.648 3.262 2.159 0.303
N 2.883 2.384 1.407 0.301
H -2.507 -2.301 1.603 0.690
N 0.683 1.582 1.274 1.155
H 0.194 -4.794 0.120 0.201
H -3.529 0.216 -1.687 -0.339
C -0.125 -3.308 -4.030 -1.389
Si -1.152 -2.694 -0.393 1.045
H 3.113 -4.254 1.450 0.509
C -2.625 -3.128 -1.457 -1.340
P -1.929 2.278 -0.723 0.306
N 1.029 2.108 -2.123 -1.236
H 2.146 -0.229 -3.229 0.220
C 1.552 -0.776 -3.958 -1.373
H 4.546 3.362 2.268 0.341
H -0.392 -4.015 1.586 0.332
H -2.357 -1.198 -3.709 0.341
H 1.228 -0.051 -4.707 0.471
H 2.207 -1.495 -4.456 0.372
H 2.910 0.416 0.694 -0.413
H -0.533 3.940 1.796 0.227
H -3.412 -3.512 -0.801 0.451
H -2.594 -0.866 0.571 -0.056
C -3.891 4.045 2.129 -1.260
C -4.084 1.142 -1.817 0.501
O -3.157 2.270 -1.701 -0.323
Os 0.338 -0.095 -0.119 -1.255
O -2.474 2.768 0.681 -0.308
H -1.620 0.180 -2.869 -0.254
C 2.693 -2.996 3.136 -0.628
C -0.128 3.801 2.795 -1.108
C 2.073 -1.823 3.547 -0.988
C 1.955 3.348 3.982 -1.225
H -2.427 4.841 0.750 0.372
C 1.582 2.402 1.765 -0.139
N 1.409 -1.371 1.303 0.884
Si 0.055 -1.627 -3.199 1.043
H 1.331 2.892 4.758 0.368
C -1.923 -1.619 0.978 -1.025
H -0.767 3.102 3.353 0.352
H 2.206 4.362 4.297 0.321
H 2.781 -4.511 -2.412 0.429
H -3.859 4.150 -0.029 0.461
H -0.620 -4.035 -3.385 0.243
H 0.845 -3.723 -4.312 0.346
C 1.449 -1.037 2.605 -0.168
C 0.847 1.143 -1.472 0.844
H 3.398 -0.729 -1.329 0.161
N 1.247 3.362 2.706 0.170
H 3.163 4.412 1.887 0.405
H -1.496 -4.936 0.572 0.462
C 1.995 -2.520 0.887 0.029
C -3.167 4.039 0.807 -0.329
H 0.967 -0.109 2.876 0.377
H -4.381 5.007 2.273 0.422
H 1.106 -4.838 -1.983 0.346
C 3.457 -1.802 -1.514 -1.337
H -5.797 2.163 -0.992 0.352
H 4.312 -2.202 -0.961 0.436
H -0.150 4.761 3.312 0.361
C 3.740 3.555 1.558 -1.266
H 2.391 -5.155 -0.823 0.433
Te -0.403 3.934 -1.618 0.097
H 2.070 -1.519 4.584 0.495
H -1.240 -1.106 1.670 0.304
C 2.646 -3.343 1.800 -0.719
H -2.409 -3.894 -2.202 0.350
C 2.054 -4.464 -1.599 -1.464
H -5.857 0.399 -0.890 0.438
H -1.296 -0.095 -4.576 0.505
C -1.455 -0.594 -3.617 -0.584
H -0.211 1.749 1.725 -0.022
H -3.024 -2.257 -1.976 0.188
H -4.443 1.190 -2.842 0.375
H 2.873 2.772 3.900 0.394
Si 1.900 -2.702 -0.986 0.610
H 3.655 -1.942 -2.577 0.468
C 0.279 -1.854 -1.330 0.693
C -0.646 -4.250 0.549 -1.371
H -0.720 -3.223 -4.943 0.403
H -4.811 1.307 0.206 0.134
H 3.210 -3.622 3.852 0.459
C 3.451 1.345 0.566 -0.661
```

Results
**ΔE to the lowest compared entry with this formula, charge and spin**: 70.8 kcal/mol
**Total charge**: +1
**Orbital gap (alpha / beta)**: 5.0 / 5.0 eV
**HOMO energy (alpha / beta)**: -9.73 / -9.73 eV
**LUMO energy (alpha / beta)**: -4.728 / -4.728 eV

(3)
DFT (ωB97M-V/def2-TZVPD) results for a structure of composition C24H52MgO16S5.

XYZ file:
```
98
Properties=species:S:1:pos:R:3:mulliken_charge:R:1
O 0.743 -1.440 -1.169 -0.360
H -4.189 3.241 1.930 0.599
H 0.557 3.717 1.901 0.198
H -1.196 2.586 -4.426 0.257
H 0.139 1.022 -5.241 0.432
H -0.272 -2.375 -3.872 0.312
H 4.957 -0.315 2.407 0.104
O 2.787 -1.451 0.924 -0.589
H -1.248 0.519 0.663 -0.874
H -0.973 1.051 3.884 0.136
H 1.820 -0.309 -4.254 -0.002
S 4.312 -2.020 -2.610 0.422
O -2.017 -1.164 3.300 -0.127
O -2.995 4.033 -1.677 -0.641
C -2.664 -1.490 2.078 -0.135
H 0.888 3.490 4.148 0.216
H 2.039 -0.786 3.679 0.353
C 5.589 0.445 1.959 -0.806
C 3.716 -3.725 -2.393 -0.976
H -0.606 0.447 -3.765 0.179
H -4.413 -3.373 1.618 0.366
C -1.252 3.210 -3.538 -0.894
H 2.950 2.996 1.914 0.225
H 0.678 0.937 3.487 -0.401
C -0.350 3.362 2.387 0.920
C -0.201 0.123 -4.722 -1.330
O -1.451 -2.347 5.137 -0.577
C 1.558 -2.348 -6.331 0.526
H 4.101 -4.117 -1.452 0.394
C -3.455 -3.805 1.335 -1.488
O 3.695 0.843 0.077 -0.334
H -1.045 -0.299 -5.274 0.281
C -3.955 3.205 -4.069 -1.044
O 1.055 -3.073 -5.308 -0.427
H 0.833 -3.297 0.740 -0.145
C 3.477 2.136 2.319 -0.509
H 1.217 -4.366 2.220 0.485
O 0.789 0.801 0.685 -0.565
C 1.500 -1.614 3.228 -0.465
O -2.630 5.239 4.096 -0.553
S 4.611 1.627 0.982 0.194
H -3.616 2.532 -4.856 0.323
H -3.369 -4.828 1.696 0.370
H -1.385 -3.069 1.307 -0.511
H 1.452 -2.347 -3.375 -0.600
H 4.064 -4.306 -3.248 0.443
H -3.153 1.784 2.395 -0.021
C 1.574 -3.714 1.422 -0.712
O 3.577 -1.173 -1.599 -0.462
O -1.116 3.664 4.535 -0.424
H -3.427 -3.811 0.242 0.387
H -5.232 2.681 -0.804 0.131
H -0.561 1.420 -0.712 -0.065
H -1.094 -1.488 -0.381 -0.183
H -0.765 2.469 1.916 -0.791
C -0.396 0.560 -0.037 1.467
H -2.231 -0.920 1.257 -0.329
C -0.052 3.015 3.849 0.578
H -6.497 3.056 0.382 0.370
H 0.604 -1.229 2.735 -0.363
O -2.126 -3.366 3.256 -0.445
H -1.002 4.244 -3.769 0.486
C -0.462 -0.761 -0.929 0.016
O 1.407 -1.017 -6.098 -0.443
C 5.973 -2.258 -1.901 -0.986
C -1.844 -2.284 4.019 0.556
H -1.002 -0.534 -1.862 -0.109
C -1.771 4.501 3.730 0.589
O 2.041 -2.815 -7.308 -0.539
S 2.653 -2.407 2.065 0.261
H -4.985 3.136 -3.743 0.343
C 0.753 -2.226 -4.200 0.702
H -0.520 2.833 -2.820 0.171
Mg 2.137 -0.288 -0.395 0.954
H 0.140 1.254 5.141 0.458
H 5.868 -2.259 -0.820 0.209
H 2.829 1.324 2.632 -0.183
H 2.192 -4.386 0.818 0.412
C 0.993 -0.828 -4.743 0.808
H 6.184 1.038 2.661 0.449
H -3.721 4.213 -4.419 0.329
C -0.006 1.528 4.091 -0.690
S -2.793 2.936 -2.679 0.712
H -6.592 1.560 -0.493 0.368
H 6.392 0.011 1.359 0.347
H 1.109 -2.290 3.993 0.646
H 2.631 -3.810 -2.373 0.290
H 6.637 -1.484 -2.276 0.352
O -1.319 4.383 2.451 -0.387
C -3.687 2.328 1.615 -0.793
H -2.960 2.524 0.827 0.304
H -3.742 -1.369 2.159 0.283
H 6.293 -3.211 -2.326 0.448
C -2.319 -2.977 1.861 1.502
O -6.002 1.198 2.420 -0.694
S -5.072 1.219 1.230 0.605
H 4.101 2.470 3.152 0.599
C -5.886 2.259 -0.043 -0.900
```

Results
**ΔE to the lowest compared entry with this formula, charge and spin**: 0.0 kcal/mol
**Orbital gap**: 7.4 eV
**HOMO energy**: -7.67 eV
**LUMO energy**: -0.282 eV